Record 1
28
Properties=species:S:1:pos:R:3:forces:R:3 method="wB97M-V/def2-TZVPD" e_lumo_ev=2.7 homo_lumo_gap_ev=6.995 charge=-2
Cs -0.5197 2.6884 2.5569 -0.191 -0.605 0.286
N 0.6768 1.3230 0.2816 3.932 1.376 0.753
S 0.1458 -0.0351 -0.1126 -5.031 -5.309 -8.098
O -0.2113 -0.8789 0.9487 0.130 -0.848 2.040
O 0.5867 -0.6901 -1.3528 0.100 1.551 2.805
F -1.2718 0.4846 -0.6689 -0.495 0.766 0.673
S 2.1201 0.7145 0.7987 5.010 1.741 0.155
O 2.9576 -0.1104 -0.0742 -2.271 1.733 1.885
O 2.0639 0.4274 2.2029 -0.215 0.000 -0.030
F 2.9557 2.1548 0.8307 -0.990 -0.802 -0.227
N -4.2224 -0.4550 3.2001 -2.495 1.247 4.715
S -2.8200 -0.9028 3.6538 5.863 -2.381 -3.789
O -2.6260 -2.1141 4.4167 -0.466 1.385 0.139
O -1.8920 0.2032 3.8680 -0.498 -0.761 0.179
F -2.4291 -1.4220 2.1719 -0.200 0.362 0.790
S -4.6392 -0.0916 4.8992 -2.398 1.690 1.246
O -3.9627 1.0505 5.5473 -1.031 -2.101 -1.627
O -4.9446 -1.2312 5.7398 0.490 1.030 -1.177
F -6.1069 0.5034 4.6001 0.560 -0.128 -0.348
N 3.7645 -0.2386 -5.0528 -1.773 0.318 -4.647
S 2.9523 -0.3112 -3.7923 -0.495 -0.871 12.017
O 2.0912 -1.4707 -3.5835 -0.245 1.808 -1.715
O 2.6646 0.9488 -3.0802 0.115 -1.961 -1.983
F 4.1209 -0.8589 -2.8334 1.266 0.219 -0.148
S 2.3347 -0.0591 -5.9138 -1.643 2.110 -5.092
O 1.5539 1.1464 -5.5511 1.521 -2.665 -0.685
O 1.5860 -1.2195 -6.3937 1.657 1.502 1.032
F 3.0709 0.4440 -7.3073 -0.206 -0.409 0.850

---

Record 2
45
Properties=species:S:1:pos:R:3:forces:R:3 method="wB97M-V/def2-TZVPD" e_lumo_ev=2.7 homo_lumo_gap_ev=7.101 charge=-1
C -1.3252 3.1778 2.1753 -0.509 -0.061 0.522
C -1.7797 1.8221 1.6408 0.025 0.317 -0.908
C -3.0177 1.9868 0.7163 0.277 -1.389 0.427
S -3.8623 0.3479 0.5088 -0.163 0.507 0.179
N -0.6510 1.1757 0.9558 0.651 -0.032 0.526
C -0.2534 1.5241 -0.3870 -0.259 -0.708 -0.726
N 0.9052 0.7226 -0.7977 0.077 1.456 0.255
H -0.4704 3.1506 2.8569 0.382 -0.255 -0.553
H -2.0917 3.6061 2.8327 -0.268 0.135 -0.528
H -1.1597 3.8048 1.2975 0.220 0.394 0.362
H -2.0742 1.1497 2.4457 0.037 0.035 0.136
H -3.6961 2.7098 1.1602 -0.139 0.127 -0.161
H -2.7040 2.2758 -0.2833 0.006 0.565 0.077
H -0.7041 0.1677 0.9798 -0.259 -0.132 0.141
H -1.0165 1.2922 -1.1405 -0.281 0.067 -0.072
H -0.0544 2.5824 -0.5404 0.089 0.278 0.482
H 0.6208 -0.1471 -1.2064 0.198 -0.424 0.256
H 1.5080 0.6080 0.0123 -0.147 -0.579 -0.309
H 1.9841 0.3824 2.2205 -0.176 0.158 0.076
H 0.8921 0.7569 3.2098 -0.237 0.115 -0.262
O 1.6997 0.2444 3.1310 0.486 -0.133 0.269
H 3.4963 2.8294 -1.4054 -0.437 0.114 0.149
H 2.0830 2.7931 -0.7987 0.127 -0.181 -0.262
O 2.7710 3.3982 -1.1039 0.326 -0.017 -0.009
H -2.2988 -1.9432 0.4365 0.740 -0.585 -0.051
H -2.3439 -1.0897 1.5518 -0.021 0.125 0.476
O -1.8296 -1.8835 1.2900 -0.578 0.103 0.258
H -0.0606 -1.9562 1.5815 -0.072 0.093 -0.323
H 1.2783 -1.5072 2.2076 -0.192 -0.037 -0.196
O 0.8832 -1.8117 1.3745 0.414 -0.345 0.228
H 2.8540 0.6312 -3.6884 -0.233 -0.550 0.183
H 2.6936 -0.9284 -3.4287 -0.415 0.280 0.001
O 3.3133 -0.2174 -3.6479 0.546 0.194 -0.134
H 0.7416 -2.3163 -2.3358 -0.023 -0.540 -0.003
H 1.7097 -3.3003 -2.9940 -0.269 0.031 0.135
O 1.3483 -2.4119 -3.0820 0.499 0.486 -0.255
H -1.1982 -3.1231 -1.5038 0.018 -0.097 0.077
H -0.3047 -3.7214 -0.4246 0.011 0.020 -0.018
O -0.4435 -3.7284 -1.3795 -0.073 0.140 0.134
H -1.8004 -0.7861 -1.1418 0.074 0.277 0.118
H -3.1841 -1.3174 -1.1254 0.309 0.197 -0.188
O -2.2683 -1.5989 -1.3516 -0.608 -0.295 -0.573
H 2.6569 -3.0567 0.2866 -0.473 0.633 -0.546
H 3.6686 -2.9823 -0.9863 -0.668 0.675 -0.454
O 3.4846 -3.3125 -0.1187 0.987 -1.164 1.062

---

The evaluated max |F| for the records listed, in turn: 0.2345, 0.0361 hartree/bohr.